Record 1
2 unconnected molecules or ions with the total composition C3H3I in a non-equilibrium geometry, computed with ωB97M-V with the def2-TZVPD basis set.

```
7
Properties=species:S:1:pos:R:3:forces:R:3
C -0.520 -0.401 -0.125 0.4 -2.2 0.4
C 2.410 -1.149 -0.156 0.1 0.4 0.0
C -1.336 0.588 0.022 -1.9 0.8 0.9
I 3.767 0.380 -0.107 -0.4 -0.3 0.0
H -0.622 -1.547 -0.054 0.2 2.2 -0.4
H -2.424 0.479 0.184 0.1 -1.0 -0.3
H -1.276 1.649 0.235 1.5 0.2 -0.5
```
Forces are in eV/Å.

Properties
LUMO (alpha / beta) = -0.0316 / -0.0540 Eh

Record 2
A single CH6N2P2 molecule in a non-equilibrium geometry, computed with ωB97M-V with the def2-TZVPD basis set.

```
11
Properties=species:S:1:pos:R:3:forces:R:3
C 0.460 -0.123 0.225 -3.7 -3.9 0.2
N 1.408 -0.916 0.064 0.1 0.2 0.7
N -2.207 0.342 0.468 -2.8 1.2 -2.4
P 2.977 -0.333 0.326 -0.2 1.9 0.4
P -1.245 -1.082 0.314 1.5 0.8 -0.9
H 0.297 0.885 0.456 0.8 2.0 0.3
H -2.323 0.945 -0.420 0.9 -1.1 1.7
H -3.239 0.174 0.632 1.7 -0.2 0.3
H 2.566 1.091 -0.019 1.1 -1.2 0.2
H 3.293 -0.745 -0.927 1.0 0.0 -1.3
H -1.081 -1.387 -1.119 -0.6 0.3 0.8
```
Forces are in eV/Å.

Properties
LUMO = 0.0313 Eh
SMILES string = NP/C=N/P

Record 3
A single C7H9N3O molecule in a non-equilibrium geometry, computed with ωB97M-V with the def2-TZVPD basis set.

```
20
Properties=species:S:1:pos:R:3:forces:R:3
C 1.142 -1.342 -0.721 -2.3 1.9 3.0
C -0.548 2.174 -1.614 0.5 -2.7 2.2
C 0.028 0.923 -1.517 -0.7 1.6 0.3
C -1.008 1.432 0.290 -2.4 1.6 2.3
C -1.101 -1.710 -0.294 -0.7 -2.7 2.0
C 1.292 -0.086 2.033 0.9 0.3 2.0
C 0.040 -0.830 0.201 0.0 -2.2 -1.9
N 1.917 -1.642 -1.471 2.7 -1.4 -2.5
N -1.221 2.488 -0.445 0.7 -0.1 -1.1
N -0.307 0.476 -0.250 2.3 0.0 -1.6
O 0.400 -1.033 1.506 -1.3 0.6 0.2
H -0.299 2.786 -2.381 0.0 2.2 -2.1
H 0.704 0.399 -2.142 0.2 -0.2 -0.4
H -1.470 1.347 1.250 0.0 -0.3 0.5
H -2.054 -1.582 0.252 0.5 0.3 -0.1
H -0.833 -2.812 -0.164 -0.3 1.4 -0.3
H -1.257 -1.500 -1.326 -0.1 0.1 -0.7
H 2.160 0.050 1.378 0.1 -0.1 0.4
H 1.512 -0.429 3.074 0.6 -0.4 -1.1
H 0.905 0.891 2.340 -0.7 0.1 -1.1
```
Forces are in eV/Å.

Properties
LUMO = 0.0268 Eh
SMILES string = CO[C@](C)(C#N)n1ccnc1